No. 1
{
  "formula": "C40H44Br2N4O8PSScTe",
  "method": "ωB97M-V/def2-TZVPD",
  "total_charge": 0,
  "e_above_lowest_kcal_mol": 0.00,
  "energy_ev": -252744.856,
  "homo_lumo_gap_ev": 6.8,
  "lumo_energy_ev": -0.9,
  "spin_multiplicity": 1,
  "symbols": ["Sc", "Br", "C", "Br", "H", "H", "O", "C", "C", "O", "C", "C", "O", "C", "O", "O", "C", "C", "C", "C", "C", "C", "C", "C", "N", "C", "C", "C", "C", "N", "C", "C", "C", "C", "C", "C", "C", "C", "H", "H", "H", "H", "H", "H", "H", "H", "H", "H", "H", "H", "H", "H", "H", "H", "H", "H", "H", "H", "H", "H", "H", "H", "C", "C", "O", "P", "O", "Te", "O", "C", "C", "H", "H", "H", "H", "H", "H", "H", "H", "H", "H", "S", "C", "C", "C", "N", "C", "C", "C", "C", "C", "N", "C", "C", "H", "H", "H", "H", "H", "H", "H", "H"],
  "xyz": [[0.2073, 0.6100, -0.5470], [-0.5396, -0.0137, -4.8247], [1.2575, 0.5754, -4.5063], [2.1133, -0.3674, -3.0591], [1.2208, 1.6235, -4.2222], [1.8450, 0.3839, -5.3971], [-3.1484, 4.8847, -3.3509], [-2.5852, 3.8868, -2.9913], [-3.1244, 2.8543, -1.9747], [-4.2658, 2.7579, -1.5905], [-1.9375, 2.0659, -1.6035], [-0.8372, 2.4616, -2.3285], [0.3229, 1.8877, -2.0837], [-1.1498, 3.4553, -3.3429], [-0.4599, 3.8530, -4.2606], [-1.8106, 1.1228, -0.7240], [-1.0438, -0.1762, 2.9433], [-1.9322, 0.9848, 2.6138], [-3.2487, 1.0239, 3.0533], [-4.0649, 2.1057, 2.7635], [-3.5598, 3.1713, 2.0406], [-2.2427, 3.1784, 1.5936], [-1.7482, 4.3693, 0.8162], [-1.4511, 2.0702, 1.8874], [-0.1225, 1.9963, 1.3285], [0.7819, 2.7851, 1.7629], [0.6563, 3.6469, 2.9807], [2.0877, 2.8854, 0.9836], [3.0932, 3.8913, 1.4603], [2.2097, 2.1387, -0.0385], [3.3411, 2.3043, -0.9134], [3.2922, 3.3274, -1.8648], [2.1878, 4.3469, -1.9112], [4.3388, 3.4137, -2.7773], [5.4109, 2.5369, -2.7291], [5.4599, 1.5760, -1.7356], [4.4316, 1.4464, -0.8077], [4.5212, 0.4312, 0.2903], [-1.6010, -0.9585, 3.4583], [-0.2035, 0.1116, 3.5763], [-0.5916, -0.6335, 2.0566], [-3.6324, 0.1892, 3.6253], [-5.0944, 2.1127, 3.0908], [-4.1978, 4.0074, 1.7904], [-2.5392, 4.7532, 0.1724], [-0.8898, 4.1430, 0.1841], [-1.4643, 5.1816, 1.4912], [-0.3014, 3.5073, 3.4737], [0.7822, 4.7000, 2.7285], [1.4564, 3.3838, 3.6734], [2.6857, 4.9006, 1.3893], [4.0035, 3.8400, 0.8692], [3.3382, 3.7141, 2.5060], [2.1076, 4.8971, -0.9728], [1.2242, 3.8809, -2.1128], [2.3829, 5.0734, -2.6971], [4.3067, 4.1929, -3.5271], [6.2141, 2.6201, -3.4482], [6.3095, 0.9089, -1.6626], [5.4465, -0.1388, 0.2198], [3.6912, -0.2691, 0.2468], [4.4809, 0.8892, 1.2806], [4.0890, -3.1251, -1.6470], [2.8054, -3.2423, -0.8596], [3.0300, -2.6677, 0.4440], [1.8588, -1.8774, 1.1874], [1.3900, -0.7601, 0.2267], [2.6009, -1.2763, 3.3149], [0.6071, -2.8722, 1.1702], [0.6124, -4.0648, 1.9720], [-0.8051, -4.3466, 2.4012], [3.9809, -3.6106, -2.6166], [4.9074, -3.6003, -1.1087], [4.3507, -2.0814, -1.8135], [2.5134, -4.2855, -0.7197], [1.9834, -2.7244, -1.3536], [1.2684, -3.9154, 2.8346], [1.0218, -4.8702, 1.3588], [-1.1977, -3.5120, 2.9800], [-0.8324, -5.2393, 3.0267], [-1.4538, -4.5084, 1.5425], [-3.6271, -5.1340, -1.6114], [-2.6251, -3.7071, -1.3089], [-1.5468, -3.4960, -2.1592], [-0.7895, -2.3488, -2.0054], [-1.0353, -1.4299, -1.0715], [-2.0702, -1.6435, -0.2526], [-2.8851, -2.7546, -0.3324], [-4.2918, -5.4495, 0.0048], [-5.4338, -4.8018, 0.4536], [-5.9080, -5.0999, 1.7226], [-5.3421, -5.9883, 2.5324], [-4.2655, -6.6216, 2.0793], [-3.7013, -6.3912, 0.8339], [-1.2965, -4.2061, -2.9342], [0.0510, -2.1580, -2.6598], [-2.2942, -0.8686, 0.4711], [-3.7079, -2.8564, 0.3599], [-5.9504, -4.0901, -0.1748], [-6.7890, -4.5986, 2.1016], [-3.8245, -7.3503, 2.7473], [-2.8182, -6.9275, 0.5177]],
  "forces_ev_per_angstrom": [[-0.23, 0.42, -0.02], [-0.04, -0.04, 0.00], [0.08, 0.23, -0.12], [0.15, -0.12, 0.06], [0.01, -0.10, -0.06], [-0.05, 0.05, 0.06], [0.10, -0.31, -0.03], [-0.03, 0.20, 0.06], [-0.11, 0.00, -0.09], [0.23, 0.06, 0.01], [-0.26, -0.06, 0.16], [0.15, 0.09, -0.24], [-0.25, 0.12, -0.43], [-0.08, 0.00, -0.10], [-0.07, -0.02, 0.24], [-0.11, 0.22, -0.07], [0.08, -0.06, -0.03], [-0.08, -0.04, 0.06], [0.00, 0.01, -0.01], [0.07, 0.01, -0.03], [0.01, -0.08, 0.01], [-0.11, 0.07, 0.00], [0.04, 0.02, -0.03], [0.25, -0.02, -0.07], [0.03, 0.08, -0.03], [0.32, -0.12, -0.04], [-0.10, -0.05, -0.05], [-0.19, -0.26, 0.10], [0.04, -0.06, -0.12], [-0.20, -0.01, 0.14], [-0.25, 0.14, 0.09], [0.07, 0.06, -0.12], [-0.10, -0.05, -0.03], [0.02, -0.05, 0.01], [-0.07, 0.04, 0.01], [-0.01, -0.03, 0.02], [0.12, -0.06, -0.02], [-0.04, -0.06, 0.00], [-0.01, 0.01, 0.01], [-0.03, 0.01, -0.01], [-0.06, 0.05, 0.04], [-0.03, -0.03, 0.03], [-0.05, 0.01, 0.02], [-0.04, 0.05, -0.01], [-0.03, 0.00, 0.01], [-0.01, -0.02, -0.01], [0.03, -0.01, 0.00], [0.01, -0.01, -0.02], [-0.02, 0.02, -0.01], [0.01, -0.01, 0.04], [-0.01, 0.03, -0.01], [0.00, -0.01, -0.02], [0.02, -0.03, 0.04], [0.01, 0.03, 0.08], [0.16, 0.08, 0.04], [-0.01, 0.00, -0.02], [0.01, 0.03, -0.04], [0.02, 0.00, -0.02], [0.03, -0.01, 0.00], [0.01, 0.02, 0.00], [0.07, 0.08, -0.03], [0.00, 0.02, -0.01], [-0.03, -0.06, -0.01], [0.09, 0.00, 0.05], [-0.06, -0.09, 0.02], [0.05, 0.40, -0.17], [0.55, -0.87, 0.77], [0.04, 0.05, -0.04], [-0.10, 0.03, -0.09], [0.05, -0.03, 0.04], [0.01, -0.10, 0.07], [-0.01, -0.01, -0.04], [0.01, -0.03, 0.02], [0.00, 0.07, 0.01], [0.02, 0.00, -0.01], [-0.03, 0.03, -0.04], [-0.06, -0.01, -0.02], [-0.01, -0.06, 0.02], [0.00, 0.04, 0.03], [-0.01, -0.03, 0.01], [-0.03, 0.01, -0.08], [0.11, 0.00, 0.01], [-0.06, -0.05, -0.06], [0.05, 0.14, -0.01], [0.04, -0.07, 0.07], [0.08, 0.23, 0.06], [-0.09, 0.00, -0.10], [0.04, -0.03, 0.08], [-0.12, -0.01, 0.08], [-0.03, -0.03, -0.06], [-0.04, 0.04, -0.02], [0.00, -0.01, 0.00], [0.04, -0.03, 0.05], [0.05, 0.06, -0.05], [0.00, -0.03, -0.03], [-0.03, -0.03, 0.00], [0.03, -0.03, -0.03], [-0.01, 0.00, -0.01], [0.00, 0.05, -0.01], [-0.06, 0.03, 0.02], [0.03, -0.05, 0.03], [0.03, -0.03, 0.00]],
  "lowdin_charge": [0.957, 0.699, -0.967, 0.798, -0.006, 0.008, 0.151, -0.227, -0.270, 0.127, -0.281, -0.317, -0.230, -0.292, 0.099, -0.104, -0.055, -0.215, -0.035, -0.059, -0.027, -0.207, -0.012, -0.211, 0.112, -0.213, 0.011, -0.227, 0.005, 0.142, -0.218, -0.199, -0.005, -0.040, -0.075, -0.049, -0.227, -0.041, 0.084, 0.034, 0.032, 0.111, 0.105, 0.121, 0.090, 0.077, 0.089, 0.095, 0.096, 0.100, 0.094, 0.095, 0.093, 0.075, 0.057, 0.089, 0.111, 0.103, 0.111, 0.090, 0.019, 0.069, -0.073, -0.273, -0.300, 0.094, -0.482, 0.457, -0.299, -0.286, -0.055, 0.082, 0.085, 0.051, 0.120, 0.058, 0.060, 0.118, 0.076, 0.084, 0.055, 1.029, -0.495, -0.068, -0.146, 0.022, -0.101, -0.041, -0.539, -0.090, -0.135, 0.070, -0.139, -0.086, 0.110, 0.043, 0.108, 0.107, 0.113, 0.109, 0.108, 0.108]
}

No. 2
{
  "formula": "C9H8N2O4Zn",
  "method": "ωB97M-V/def2-TZVPD",
  "total_charge": 2,
  "e_above_lowest_kcal_mol": 7.53,
  "energy_ev": -69032.671,
  "homo_lumo_gap_ev": 6.8,
  "lumo_energy_ev": -8.7,
  "spin_multiplicity": 1,
  "symbols": ["Zn", "O", "C", "C", "O", "C", "O", "C", "O", "C", "H", "H", "C", "H", "H", "N", "C", "C", "N", "C", "H", "H", "H", "H"],
  "xyz": [[0.0031, -0.3602, 1.0047], [0.0055, 2.8609, -0.0127], [0.0058, 1.8024, 0.4214], [-0.0015, -2.2693, -0.0660], [-0.0181, -3.2292, -0.6880], [2.0951, -0.2510, 0.4713], [3.1637, -0.0828, 0.0835], [-2.0795, -0.2563, 0.4617], [-3.1500, -0.1014, 0.0816], [-0.0033, 0.8170, -3.8553], [-0.9370, 1.3855, -3.7593], [0.9297, 1.3871, -3.7608], [-0.0021, -0.5198, -3.9927], [0.9336, -1.0846, -4.0790], [-0.9377, -1.0850, -4.0783], [-0.0448, 0.3632, 5.0696], [0.0132, -1.0269, 5.0992], [0.0425, -1.4399, 3.7959], [-0.0001, -0.3087, 2.9871], [-0.0514, 0.7605, 3.7784], [-0.0781, 0.9907, 5.8671], [0.0298, -1.5989, 6.0060], [0.0901, -2.4416, 3.3882], [-0.0902, 1.8020, 3.4687]],
  "forces_ev_per_angstrom": [[0.03, 0.09, 0.89], [0.00, -3.56, 1.57], [0.00, 4.05, -1.82], [-0.05, -3.84, -2.39], [0.06, 3.34, 2.19], [4.93, 0.77, -1.84], [-4.14, -0.71, 1.61], [-4.72, 0.69, -1.72], [3.89, -0.62, 1.48], [0.01, -0.53, 0.60], [0.38, -0.25, -0.25], [-0.38, -0.25, -0.25], [-0.01, 0.54, 0.12], [-0.38, 0.24, -0.02], [0.38, 0.23, -0.02], [0.02, -0.53, -0.91], [0.00, 0.45, -0.63], [-0.04, 0.58, 0.60], [0.01, -0.05, -0.33], [0.01, -0.31, 0.74], [0.01, -0.21, -0.10], [0.00, 0.03, 0.19], [-0.01, 0.19, 0.18], [0.01, -0.34, 0.12]],
  "lowdin_charge": [0.380, 0.221, 0.062, 0.070, 0.227, 0.066, 0.224, 0.062, 0.228, -0.085, 0.052, 0.052, -0.086, 0.053, 0.053, 0.120, -0.008, -0.084, -0.072, -0.127, 0.187, 0.139, 0.121, 0.145]
}

No. 3
{
  "formula": "C6H2Cl3NO2S2",
  "method": "ωB97M-V/def2-TZVPD",
  "total_charge": 0,
  "energy_ev": -71071.811,
  "homo_lumo_gap_ev": 7.1,
  "smiles": "N#S(=O)OSc1cc(Cl)cc(Cl)c1Cl",
  "lumo_energy_ev": -2.4,
  "spin_multiplicity": 1,
  "symbols": ["C", "C", "C", "C", "C", "C", "N", "O", "O", "S", "S", "Cl", "Cl", "Cl", "H", "H"],
  "xyz": [[-0.5739, 0.6802, 0.2126], [0.2986, -1.4973, -0.4120], [-1.6262, 0.5521, -0.7421], [0.3987, -0.3351, 0.4356], [-0.7304, -1.6098, -1.3757], [-1.7424, -0.6043, -1.4674], [-5.5211, 0.7965, 2.6320], [-3.4228, 2.2839, 2.3808], [-3.8355, 0.9239, 0.1549], [-2.7160, 1.9327, -0.7847], [-4.3003, 1.2060, 1.8978], [1.6125, -0.1099, 1.6071], [-0.7539, -3.0314, -2.3998], [-3.2222, -0.8558, -2.3130], [-0.6912, 1.4750, 0.8673], [1.1574, -2.0447, -0.5078]],
  "forces_ev_per_angstrom": [[0.20, -2.56, -0.79], [-1.52, 3.38, -0.24], [2.45, 0.88, 1.35], [-2.70, 0.04, -2.32], [-0.03, 0.51, 0.93], [0.02, -1.43, -0.45], [1.93, -0.43, -2.29], [-0.15, -1.36, -1.20], [-1.18, 1.07, 1.67], [-1.20, -1.94, 1.46], [-0.41, 2.05, 0.64], [0.25, -0.20, 0.11], [-0.09, 0.75, 0.45], [0.36, -0.29, -0.47], [0.40, 1.62, 1.05], [1.67, -2.08, 0.09]],
  "lowdin_charge": [-0.104, -0.082, -0.572, -0.653, -0.621, -0.680, -0.222, -0.399, -0.702, 0.996, 0.779, 0.722, 0.672, 0.721, 0.070, 0.074]
}

No. 4
{
  "formula": "C10H16",
  "method": "ωB97M-V/def2-TZVPD",
  "total_charge": 0,
  "e_above_lowest_kcal_mol": 48.30,
  "energy_ev": -10627.649,
  "homo_lumo_gap_ev": 9.8,
  "smiles": "Cc1ccccc1.CCC",
  "lumo_energy_ev": 0.9,
  "spin_multiplicity": 1,
  "symbols": ["C", "C", "C", "H", "H", "H", "H", "H", "H", "H", "H", "C", "C", "C", "C", "C", "C", "C", "H", "H", "H", "H", "H", "H", "H", "H"],
  "xyz": [[-2.7768, 2.4460, -1.7524], [-1.7228, 1.6677, -0.8669], [-3.2964, 1.7381, -2.9840], [-3.4890, 2.8631, -1.0492], [-2.2609, 3.3248, -2.2010], [-0.7999, 1.4150, -1.4640], [-4.2927, 2.1076, -3.3747], [-2.5985, 1.8579, -3.8410], [-3.3066, 0.6314, -2.8128], [-1.4860, 2.1336, 0.1302], [-2.1971, 0.7490, -0.5651], [-0.0716, -0.1216, 2.7158], [2.4967, -1.7343, -0.3404], [1.3635, -2.4092, 0.0230], [2.7515, -0.3929, 0.1452], [0.4326, -1.8793, 1.0176], [1.9786, 0.0948, 1.1965], [0.8861, -0.7490, 1.7271], [3.1609, -2.1990, -1.1763], [0.9381, -3.3556, -0.4874], [3.5588, 0.1483, -0.3712], [-0.5752, -2.4145, 1.2215], [2.2479, 0.8991, 1.7892], [-0.6393, -0.9546, 3.3395], [-0.9272, 0.2098, 2.0584], [0.4186, 0.6220, 3.5152]],
  "forces_ev_per_angstrom": [[2.10, 1.33, 0.40], [-0.08, 0.25, -0.68], [-0.47, -1.28, -0.81], [-0.65, -0.19, -0.25], [-0.19, -0.14, 0.76], [-0.82, 0.32, 0.84], [1.01, -0.50, 0.74], [-0.26, 0.06, 0.58], [-0.52, 0.76, -0.17], [0.01, 0.13, -1.31], [-0.10, -0.75, -0.07], [-1.06, -0.97, 2.06], [1.05, 0.65, -1.71], [-3.29, -1.06, 0.65], [-0.23, -1.57, -0.18], [1.61, -0.36, -0.37], [-1.11, -4.18, -0.30], [-0.26, 1.12, -1.56], [-1.19, 1.07, 1.65], [1.44, 1.51, 0.69], [-0.37, -0.05, 0.73], [2.01, 1.04, -0.18], [0.36, 1.90, 0.60], [1.47, 1.50, -0.99], [0.92, 0.78, 1.09], [-1.36, -1.34, -2.20]],
  "lowdin_charge": [-0.330, -0.125, -0.149, 0.087, 0.095, 0.083, 0.083, 0.070, 0.073, 0.072, 0.041, -0.101, -0.129, -0.125, -0.086, -0.064, -0.041, -0.293, 0.125, 0.121, 0.100, 0.134, 0.071, 0.099, 0.071, 0.117]
}